A cluster of 13 separate species, C4H34N2O14 in total, computed with ωB97M-V/def2-TZVPD.

Last column: Mulliken charge in e.
Atoms and positions in Å:
N: -0.02 1.69 -0.63  0.029
H: -1.82 -4.44 -1.47  0.301
H: -1.64 1.82 -1.96  0.454
H: -0.62 -4.51 -0.62  0.414
H: -1.99 1.44 3.15  0.428
O: -1.56 -1.92 -1.88  -0.532
O: -1.58 -4.71 -0.58  -0.644
H: -2.10 -2.51 1.67  0.311
H: 1.44 -3.01 -1.76  0.347
H: 3.77 -1.98 -0.32  0.281
H: 1.78 1.41 -1.85  0.028
O: -2.11 0.48 -0.56  -0.426
C: 0.42 0.11 1.34  -0.019
H: -0.55 1.37 3.70  0.343
H: -0.30 -0.43 0.67  -0.168
H: 3.01 1.82 -0.19  0.245
H: 3.71 -3.50 -0.26  0.324
H: 0.38 1.01 -1.29  0.273
O: -3.71 0.80 2.65  -0.690
H: 2.80 0.64 -2.61  0.318
H: 2.47 -0.10 0.99  0.261
H: 0.03 0.56 -3.59  0.254
C: 0.40 1.56 0.80  -0.284
H: 2.44 3.00 -2.65  0.332
H: 2.68 -2.22 1.84  0.340
H: -0.07 0.05 2.35  0.203
H: -0.39 2.09 1.44  -0.388
H: -2.08 -1.10 -1.91  0.277
N: 1.64 -0.65 1.25  0.351
O: 3.61 1.14 0.12  -0.680
O: 0.67 -3.39 -1.33  -0.684
O: -3.05 -2.37 1.58  -0.596
H: 1.22 2.22 1.03  0.596
O: 0.73 -2.35 2.49  -0.533
C: 1.67 -1.86 1.93  -0.150
H: -1.64 4.13 2.72  0.328
O: 2.62 3.13 -1.70  -0.682
O: 0.21 1.23 -4.27  -0.564
H: -2.24 0.52 0.39  0.199
H: 0.17 -2.56 -1.23  0.308
H: 4.47 1.03 -0.27  0.282
H: -2.13 -2.63 -1.57  0.214
H: -2.04 2.53 -0.55  0.351
C: -1.48 1.68 -0.94  -0.759
H: -2.02 2.97 1.88  0.266
O: 3.85 -2.78 -0.88  -0.623
H: -0.28 0.69 -4.92  0.323
O: -1.22 1.98 3.37  -0.636
O: 2.10 0.50 -1.97  -0.521
O: -2.08 3.93 1.89  -0.641
H: -4.16 1.20 1.90  0.293
H: 1.93 3.72 -1.37  0.346
H: -3.25 -3.31 1.42  0.291
H: -4.07 -0.10 2.53  0.312

Computed properties:
Kohn-Sham gap	9.51	eV
HOMO energy	-9.4424	eV
LUMO level	0.06	eV
multiplicity	1



A cluster of 14 separate species, C4H34NO15 in total, computed with ωB97M-V/def2-TZVPD.

Last column: Mulliken charge in e.
Atoms and positions in Å:
H: 0.89 -3.13 1.59  0.313
H: 1.04 2.37 2.48  0.324
C: -0.51 -0.14 0.78  1.066
H: -3.17 0.49 2.25  0.354
N: -0.55 1.43 -0.99  0.260
C: -0.13 2.46 -1.82  0.528
H: -1.83 -0.98 -3.12  0.408
O: 0.84 -0.45 3.52  -0.749
C: 0.31 0.92 0.05  0.153
O: 0.06 -3.62 1.48  -0.723
H: 2.13 -1.93 0.21  0.555
H: -1.68 0.39 -3.78  0.256
O: -1.21 2.44 2.00  -0.623
H: 1.02 4.14 -0.95  0.268
O: 2.53 -2.06 1.15  -0.778
H: -1.98 2.33 2.58  0.342
O: 1.56 -1.76 -1.20  -0.855
O: -0.77 2.72 -2.82  -0.689
H: 1.52 -0.28 2.86  0.386
O: -0.88 -2.64 -2.98  -0.842
H: -2.36 -0.15 3.43  0.315
O: 3.74 -0.35 -1.20  -0.689
H: -3.57 -1.87 -1.05  0.462
H: -0.22 -0.35 1.82  -1.214
H: 2.43 2.20 1.85  0.419
O: -2.86 -2.51 -0.95  -0.790
H: 3.45 -0.17 1.40  0.281
H: 2.86 -0.77 -1.35  0.271
H: -0.03 -2.24 -2.80  0.297
H: 1.89 2.66 -0.86  0.196
H: -1.41 -2.60 -2.17  0.318
H: -1.20 0.80 -1.44  0.094
H: 1.27 0.47 -0.23  0.489
H: 1.64 -2.54 -1.77  0.043
H: 4.34 -1.08 -1.09  0.286
O: -2.05 -0.03 -3.00  -0.609
H: -0.52 -3.04 0.98  0.355
O: -2.90 0.62 3.16  -0.696
H: 4.02 0.73 0.37  0.385
O: -0.64 -1.32 -0.02  0.398
O: 3.67 0.78 1.27  -0.675
H: -1.51 0.30 0.81  -0.569
H: 0.45 -1.28 3.22  0.389
O: 1.94 2.75 2.50  -0.683
H: 1.68 3.39 -2.37  0.325
H: -2.13 -1.90 -0.77  0.270
H: -3.99 0.24 -1.56  0.314
H: 3.04 -2.86 1.02  0.254
H: 0.68 1.64 0.74  -0.157
H: -2.92 0.18 -0.44  0.320
H: -1.66 2.45 1.14  0.258
O: -3.86 0.08 -0.64  -0.800
C: 1.13 3.17 -1.45  -0.946
H: 0.24 -1.49 -0.49  0.135

Computed properties:
Kohn-Sham gap	9.58	eV
HOMO energy	-6.9723	eV
charge	-1
LUMO level	2.60	eV
multiplicity	1



A cluster of 14 separate species, C4H34NO16 in total, computed with ωB97M-V/def2-TZVPD.

Last column: Mulliken charge in e.
Atoms and positions in Å:
O: 3.58 0.31 1.69  -0.548
H: 0.63 2.55 -3.33  0.311
H: 1.65 2.24 1.61  0.155
H: -2.52 -0.93 -1.90  0.294
H: -0.70 -0.09 -0.61  0.055
O: -0.67 -0.36 3.05  -0.866
H: 2.33 -2.17 2.39  0.306
O: -0.06 -1.70 1.06  -0.774
H: -0.36 -1.19 1.89  0.236
H: -0.62 2.61 2.97  0.295
O: 0.89 1.76 -2.95  -0.629
C: -0.06 1.84 0.19  -0.625
H: 1.74 -2.26 -0.33  0.130
H: 1.96 1.00 -0.90  0.040
O: 2.67 3.19 -1.56  -0.653
H: 0.43 -1.07 0.64  -0.004
H: 2.95 -0.18 2.21  0.471
H: 2.66 -3.29 -0.65  0.328
O: 1.84 -3.13 -0.21  -0.532
H: -0.41 -1.01 3.64  0.137
H: -0.49 2.67 0.73  0.487
H: 0.27 2.22 -0.90  0.135
O: -2.11 1.21 -0.81  -0.467
O: -3.12 0.56 2.86  -0.737
H: -1.39 2.85 -2.64  0.279
O: -0.10 2.17 3.54  -0.715
H: 0.66 0.53 1.82  0.351
H: -0.47 -3.40 -0.41  0.322
O: -1.33 2.21 -3.29  -0.708
O: -2.39 -0.79 -2.87  -0.643
O: 4.11 0.14 -0.51  -0.659
H: -2.75 1.59 -0.16  0.410
O: -2.48 -2.30 0.50  -0.733
H: -1.73 -3.10 -1.17  0.355
H: 0.29 1.21 -3.38  0.268
H: -3.17 -0.45 -3.34  0.265
O: -0.90 -3.51 -1.20  -0.718
H: -2.81 -2.27 1.36  0.287
H: -0.80 -1.53 -3.48  0.361
H: 2.33 2.43 -2.10  0.473
C: 3.33 0.31 0.39  0.568
H: -0.20 -2.67 -2.70  0.430
C: 1.15 1.37 1.08  0.095
H: 3.22 2.74 -0.90  0.360
O: -0.20 -2.21 -3.54  -0.714
N: 2.05 0.74 0.12  -0.123
H: -2.07 0.41 2.99  0.529
H: -1.49 0.28 1.10  -1.003
H: -1.55 -2.11 0.58  0.437
H: -3.17 0.11 2.04  0.326
H: -0.36 1.25 3.57  0.286
H: 0.98 -1.57 2.13  0.351
O: 1.77 -1.48 2.71  -0.841
C: -1.06 0.74 0.10  1.272
H: -1.97 1.53 -3.17  0.286

Computed properties:
Kohn-Sham gap	9.00	eV
HOMO energy	-6.7134	eV
charge	-1
LUMO level	2.28	eV
multiplicity	1



A cluster of 14 separate species, C4H34NO16 in total, computed with ωB97M-V/def2-TZVPD.

Last column: Mulliken charge in e.
Atoms and positions in Å:
H: -1.81 -2.71 2.13  0.366
H: 3.47 0.75 1.17  0.304
O: 3.58 -1.07 2.36  -0.600
H: -4.05 -0.29 1.33  0.301
H: 0.14 3.36 -1.64  0.329
C: 0.92 -1.51 0.71  -0.798
O: -0.17 1.00 -4.23  -0.675
C: -0.99 -0.68 -0.55  -0.995
H: 0.40 -0.69 1.37  0.369
O: 0.40 3.66 -2.49  -0.702
H: 0.43 -2.27 -2.27  0.306
H: 3.11 -1.94 2.34  0.315
H: -1.16 1.69 -1.23  0.295
H: -0.67 -1.72 -3.19  0.363
H: 2.71 2.76 0.86  0.282
H: -3.87 -0.34 -1.34  0.350
H: 2.24 -0.48 -0.69  0.095
O: -0.60 -4.48 0.16  -0.726
O: 0.24 -2.00 -3.21  -0.676
O: -3.42 -0.93 1.65  -0.686
H: 0.55 1.48 1.12  0.216
H: 0.01 2.67 1.86  0.321
O: 2.86 3.58 0.37  -0.687
H: -2.89 0.60 -1.86  0.456
O: -1.94 -1.00 -1.28  -0.726
H: -0.12 3.02 -3.02  0.383
H: -0.39 -2.69 -0.58  0.954
H: 2.22 3.46 -0.39  0.362
H: -1.73 2.00 1.14  0.160
H: 2.08 0.38 2.21  0.094
H: 2.25 1.91 -2.42  0.320
H: -2.96 2.39 1.95  0.300
H: 0.30 0.07 -4.10  0.390
O: -2.23 2.76 1.51  -0.666
H: -0.24 -2.79 2.60  0.336
H: -0.93 -4.21 1.04  0.473
O: -0.88 0.38 0.12  0.793
H: 1.15 -2.43 1.24  0.509
O: 0.83 2.18 1.69  -0.660
H: 1.10 0.86 -2.22  0.217
O: 1.92 1.20 -1.91  -0.652
O: -3.82 0.59 -1.61  -0.691
O: 0.31 -0.42 3.98  -0.628
O: -1.09 -3.25 2.51  -0.752
C: 2.81 -0.12 1.46  -0.219
H: -2.30 2.28 -2.22  0.183
H: 2.94 -1.81 0.19  0.688
O: -1.36 2.09 -2.09  -0.661
H: -0.79 0.79 -3.50  0.333
H: -2.67 -0.80 1.07  0.298
N: -0.13 -1.80 -0.24  0.656
C: 2.34 -0.95 0.30  -0.869
H: 0.34 0.56 3.89  0.346
H: 1.23 -0.61 3.75  0.339
H: 0.35 -4.45 0.12  0.268

Computed properties:
<S²>	0.76
Kohn-Sham gap (spin up / spin down)	9.83 / 4.97	eV
HOMO energy (spin up / spin down)	-10.6533 / -10.6522	eV
LUMO level (spin up / spin down)	-0.82 / -5.68	eV
multiplicity	2



A structure of composition C4H35CuHfNO17S, computed with ωB97M-V/def2-TZVPD.

Last column: Mulliken charge in e.
Atoms and positions in Å:
O: 33.92 17.47 31.40  -1.027
H: 33.56 20.46 27.69  0.307
O: 31.56 16.16 30.66  -0.596
H: 36.78 20.18 30.06  0.295
H: 32.57 20.43 35.14  0.246
H: 30.39 21.31 32.40  0.284
H: 32.52 16.15 30.76  0.321
H: 33.10 17.62 28.75  0.281
H: 38.24 20.86 35.35  0.497
H: 30.09 16.70 34.81  0.309
H: 35.68 17.25 32.46  0.380
H: 33.41 22.35 30.93  0.290
O: 37.06 19.89 34.01  0.133
H: 33.26 19.38 34.25  0.148
O: 34.33 19.48 32.70  0.295
Hf: 31.52 20.20 29.81  1.381
O: 33.13 21.05 28.35  -0.498
C: 36.55 20.01 36.35  0.322
O: 32.63 21.83 31.17  -0.496
H: 31.31 17.39 34.22  0.264
O: 30.89 16.53 34.29  -0.683
N: 35.74 21.23 36.12  -0.562
O: 30.19 18.32 30.17  -0.464
O: 32.75 19.49 35.06  -0.577
H: 37.55 19.81 32.01  -0.131
O: 32.11 19.03 31.66  -0.380
H: 38.33 19.11 35.52  0.381
H: 36.20 17.91 36.71  0.419
H: 36.38 22.02 36.16  0.248
O: 32.40 18.31 28.56  -0.384
H: 35.29 18.59 35.33  -0.001
Cu: 35.15 21.18 33.90  0.158
O: 33.73 19.66 30.33  0.248
H: 32.21 22.30 31.90  0.276
C: 35.66 18.77 36.34  -0.898
H: 34.79 18.94 36.97  0.346
O: 36.41 17.31 33.08  -0.670
C: 38.03 19.67 32.98  -0.596
O: 34.55 16.71 28.76  -0.679
H: 31.26 15.32 31.05  0.313
O: 30.16 20.73 31.66  -0.488
C: 37.65 19.93 35.31  -0.832
H: 29.25 18.13 30.01  0.336
H: 33.56 15.91 32.79  0.219
H: 35.41 19.69 29.55  0.197
H: 34.98 21.30 36.78  0.266
H: 34.84 16.96 29.65  0.264
H: 35.36 16.56 28.26  0.338
H: 29.31 20.33 31.91  0.303
H: 31.84 17.90 27.87  0.347
H: 37.04 20.06 37.33  0.422
H: 33.44 21.95 28.14  0.316
H: 32.60 15.70 34.02  0.423
H: 38.42 18.65 33.00  0.391
H: 30.58 17.45 30.56  0.367
H: 36.33 18.18 33.49  0.130
H: 38.83 20.41 33.05  0.318
O: 33.39 15.38 33.56  -0.608
O: 36.35 19.69 29.35  -0.661
S: 33.61 18.85 31.61  1.451

Computed properties:
Kohn-Sham gap	4.74	eV
HOMO energy	-17.0754	eV
charge	+3
LUMO level	-12.34	eV
multiplicity	1



The records above give, respectively, calculated total energy values of -36344.0243, -36906.3852, -38949.9433, -38946.0597, -97770.6359 eV.
The records above give, respectively, max |F| values of 0.0611, 0.0449, 0.1103, 0.0866, 0.1733 hartree/bohr.